Entry 1:
66
Properties=species:S:1:pos:R:3:mulliken_charge:R:1 method="wB97M-V/def2-TZVPD" relative_energy_kcal_mol=4.1 smiles=COc1cc(OC)c(OC)cc1CN(C)C[C@@H]1CCCN(CCc2ccccc2F)C1 homo_ev=-7.600
C -2.99 2.18 -2.52 -1.082
H -2.07 2.53 -3.00 0.263
O -2.65 1.00 -1.85 -0.439
C -3.63 0.32 -1.17 0.238
C -4.95 0.75 -1.09 -0.225
C -5.92 0.02 -0.41 0.688
C -5.56 -1.20 0.18 0.083
C -4.24 -1.61 0.09 -0.570
C -3.26 -0.88 -0.56 0.798
C -1.82 -1.35 -0.57 -2.017
N -1.05 -0.99 0.61 0.554
C -1.47 -1.68 1.81 -1.035
H -2.46 -1.37 2.16 0.357
H -1.48 -2.75 1.62 0.345
H -0.75 -1.48 2.60 0.235
C -0.93 0.44 0.82 -1.465
C 0.43 0.82 1.41 1.161
C 0.51 2.31 1.72 -1.081
C 1.91 2.64 2.24 -0.804
C 2.96 2.19 1.23 -0.631
N 2.85 0.77 0.99 0.358
C 3.93 0.26 0.16 -0.772
H 3.63 -0.71 -0.23 0.444
C 5.22 0.08 0.98 -0.740
C 6.26 -0.61 0.14 0.039
C 6.41 -1.99 0.15 -0.293
C 7.35 -2.61 -0.66 -0.678
C 8.16 -1.86 -1.50 -0.307
C 8.02 -0.48 -1.53 -0.662
C 7.08 0.12 -0.71 0.553
F 6.96 1.47 -0.75 -0.327
H 8.64 0.13 -2.17 0.435
H 8.89 -2.34 -2.13 0.369
H 7.45 -3.68 -0.64 0.380
H 5.79 -2.58 0.80 0.387
H 4.99 -0.52 1.86 0.439
H 5.60 1.05 1.30 0.359
H 4.13 0.92 -0.70 0.280
C 1.54 0.45 0.43 -1.381
H 1.49 -0.62 0.23 0.567
H 1.38 0.98 -0.53 0.167
H 3.95 2.41 1.62 0.390
H 2.83 2.76 0.29 0.325
H 2.08 2.11 3.18 0.338
H 2.01 3.71 2.42 0.423
H -0.24 2.58 2.47 0.409
H 0.31 2.89 0.82 0.329
H 0.60 0.26 2.33 0.053
H -1.73 0.83 1.47 0.226
H -1.03 0.94 -0.15 0.361
H -1.80 -2.44 -0.64 0.790
H -1.31 -0.93 -1.43 0.393
H -3.99 -2.56 0.55 0.482
O -6.37 -2.05 0.89 -0.482
C -7.77 -1.96 0.79 -0.772
H -8.10 -1.98 -0.26 0.313
H -8.16 -1.06 1.27 0.231
H -8.15 -2.84 1.30 0.295
O -7.22 0.45 -0.30 -0.461
C -7.61 1.64 -0.95 -0.953
H -7.46 1.57 -2.03 0.356
H -7.07 2.51 -0.55 0.340
H -8.67 1.75 -0.74 0.251
H -5.23 1.67 -1.56 0.608
H -3.75 2.01 -3.30 0.386
H -3.35 2.96 -1.83 0.377

---

Entry 2:
8
Properties=species:S:1:pos:R:3:mulliken_charge:R:1 method="wB97M-V/def2-TZVPD" relative_energy_kcal_mol=27.4 homo_ev="-6.997 / -9.468" spin_multiplicity=2
C 0.90 0.62 0.45 -0.313
C 0.41 0.85 -0.72 -0.312
H 1.51 0.91 1.30 0.332
H 0.23 1.54 -1.55 0.335
C -0.11 -0.52 -0.08 -0.178
O -1.30 -0.57 0.55 0.205
Be -2.11 -1.37 0.36 -0.417
H 0.46 -1.44 -0.31 0.349

---

Entry 3:
23
Properties=species:S:1:pos:R:3:mulliken_charge:R:1 method="wB97M-V/def2-TZVPD" charge=+2 homo_ev="-16.471 / -16.472" spin_multiplicity=8
C 2.32 -2.35 -0.98 -1.185
S 2.51 -0.61 -0.66 1.555
O 3.50 -0.42 0.36 -0.644
O 2.73 0.11 -1.89 -0.626
C 0.94 0.00 -0.07 0.585
C -0.24 -0.55 -0.57 -0.073
C -1.45 -0.03 -0.14 0.016
C -1.52 0.99 0.76 0.178
C -0.37 1.56 1.26 -0.475
C 0.84 1.05 0.83 -0.982
I 2.60 1.99 1.61 0.390
C -2.99 1.29 1.04 0.042
O -3.43 2.23 1.60 -0.400
N -3.74 0.21 0.46 -0.279
C -2.88 -0.40 -0.53 0.026
O -3.22 -0.99 -1.49 -0.380
H 1.56 -2.73 -0.30 0.448
H 3.26 -2.78 -0.66 0.441
H 2.10 -2.53 -2.02 0.393
H -0.21 -1.34 -1.30 0.595
H -0.42 2.37 1.98 0.555
H -3.82 -0.52 1.18 0.343
Eu 1.94 3.45 -0.46 1.477

---

Entry 4:
127
Properties=species:S:1:pos:R:3:mulliken_charge:R:1 method="wB97M-V/def2-TZVPD" charge=+1 homo_ev=-11.011
C 9.28 3.74 3.02 -1.282
C 8.51 2.70 2.22 0.894
C 8.24 2.78 0.86 -0.919
C 7.49 1.80 0.21 0.395
C 6.97 0.70 0.89 1.012
C 6.11 -0.40 0.30 -1.789
N 4.70 0.09 0.09 0.844
N 3.98 -0.03 1.17 -0.978
C 2.73 0.34 1.12 0.001
C 1.93 0.15 2.41 -0.443
C 1.93 -1.33 2.87 0.273
C 3.08 -2.08 3.10 -0.261
C 2.94 -3.42 3.49 -0.753
C 1.70 -4.02 3.68 -0.545
C 0.54 -3.26 3.47 0.214
C -0.86 -3.84 3.68 -1.010
C 0.68 -1.93 3.08 -0.489
C 2.20 0.87 -0.11 0.106
C 0.74 1.31 -0.07 -2.015
C -0.22 0.13 -0.34 -0.317
C -1.74 0.47 -0.29 -0.752
C -2.11 1.70 0.57 -0.447
N -3.54 2.08 0.39 -0.338
C -3.66 3.27 -0.41 0.326
N -4.26 3.14 -1.52 -0.610
N -3.13 4.50 0.04 -0.459
C 2.99 0.98 -1.28 0.463
P 2.30 1.60 -2.90 0.088
O 0.67 1.59 -2.88 -0.338
Br 2.76 0.00 -4.44 -0.180
C 4.38 0.56 -1.11 1.012
C 5.33 0.70 -2.29 -1.947
C 5.43 2.18 -2.83 -0.477
C 5.36 2.23 -4.39 -0.484
O 6.52 2.92 -4.86 -0.543
C 7.29 0.61 2.27 -0.699
C 8.03 1.58 2.93 -0.907
H 10.37 3.62 2.94 0.276
H 9.04 3.58 4.08 0.348
H 8.95 4.76 2.79 0.356
H 8.61 3.64 0.29 0.431
H 7.31 1.90 -0.86 0.069
H 6.07 -1.20 1.06 0.520
H 6.51 -0.88 -0.59 0.604
H 0.88 0.41 2.29 0.240
H 2.46 0.75 3.17 0.379
H 4.08 -1.66 2.96 0.612
H 3.81 -4.07 3.66 0.376
H 1.58 -5.07 3.97 0.448
H -0.94 -4.75 3.06 0.147
H -1.64 -3.09 3.47 0.324
H -0.95 -4.11 4.74 0.337
H -0.20 -1.31 2.89 0.225
H 0.56 2.19 -0.70 0.991
H 0.51 1.68 0.95 0.884
H -0.02 -0.67 0.39 0.313
H -0.04 -0.35 -1.32 0.486
H -2.21 0.58 -1.27 0.221
H -2.24 -0.39 0.18 0.221
H -1.94 1.43 1.63 0.364
H -1.51 2.60 0.36 0.335
H -3.91 2.27 1.32 0.353
H -4.28 4.04 -2.00 0.136
H -3.65 5.30 -0.29 0.243
H -2.96 4.52 1.04 0.226
H 0.33 0.69 -2.77 0.322
H 5.08 -0.01 -3.09 0.706
H 6.37 0.46 -2.03 0.426
H 4.64 2.82 -2.42 0.533
H 6.39 2.64 -2.58 0.374
H 4.47 2.77 -4.76 0.223
H 5.42 1.20 -4.80 0.362
H 6.69 2.66 -5.78 0.338
H 6.91 -0.25 2.82 0.245
H 8.23 1.43 3.99 0.331
O 0.28 -7.61 3.09 -0.760
P 0.16 -8.97 3.71 1.231
O 0.10 -9.93 2.37 -0.348
C 1.01 -9.73 1.29 -0.277
C 2.40 -10.26 1.61 -1.014
O -1.44 -8.91 4.13 -0.448
C -2.04 -7.65 4.43 -0.202
C -2.82 -7.13 3.23 -1.096
O 0.37 -10.20 4.75 -0.446
C -0.21 -11.50 4.55 -0.168
C 0.86 -12.50 4.13 -1.048
H 1.06 -8.68 1.01 0.281
H 0.60 -10.27 0.43 0.321
H 2.75 -9.91 2.58 0.284
H 3.11 -9.95 0.84 0.384
H 2.40 -11.35 1.63 0.255
H -1.28 -6.93 4.74 0.204
H -2.71 -7.79 5.27 0.373
H -2.27 -7.25 2.30 0.242
H -3.07 -6.07 3.36 0.335
H -3.75 -7.69 3.12 0.358
H -1.03 -11.46 3.84 0.266
H -0.64 -11.79 5.51 0.427
H 1.77 -12.00 3.81 0.247
H 0.49 -13.14 3.33 0.289
H 1.13 -13.14 4.97 0.333
O -7.33 9.65 -4.28 -0.781
P -7.48 8.23 -3.85 1.141
O -7.50 7.46 -5.30 -0.324
C -6.55 7.78 -6.30 -0.353
C -5.18 7.19 -6.01 -0.964
O -9.09 8.26 -3.48 -0.389
C -9.69 9.48 -3.03 -0.359
C -10.42 10.17 -4.18 -1.043
O -7.33 6.86 -2.96 -0.430
C -7.93 5.62 -3.37 -0.214
C -6.86 4.66 -3.88 -0.861
H -6.47 8.86 -6.44 0.346
H -6.92 7.37 -7.24 0.315
H -4.86 7.40 -4.98 0.247
H -4.43 7.59 -6.70 0.388
H -5.19 6.10 -6.13 0.249
H -8.95 10.14 -2.59 0.339
H -10.40 9.23 -2.24 0.347
H -9.83 10.17 -5.09 0.273
H -10.67 11.20 -3.91 0.350
H -11.35 9.64 -4.41 0.297
H -8.72 5.77 -4.10 0.308
H -8.40 5.20 -2.48 0.452
H -5.92 5.18 -4.10 0.082
H -7.20 4.14 -4.78 0.268
H -6.63 3.90 -3.13 0.324

---

Entry 5:
20
Properties=species:S:1:pos:R:3:mulliken_charge:R:1 method="wB97M-V/def2-TZVPD" relative_energy_kcal_mol=108.5 smiles="C=[N+](C)C1=CC1(C)C" charge=+1 homo_ev=-13.527
C 0.42 0.51 -1.73 -0.608
C 0.66 -0.17 -0.64 -0.294
C 1.85 -2.28 -0.48 -0.045
C -0.30 1.05 -0.48 1.122
C -0.01 2.34 0.15 -1.613
C -1.75 0.51 -0.47 -1.294
C 0.26 -1.63 1.30 -0.820
N 1.00 -1.45 0.03 0.188
H 0.86 0.66 -2.65 0.451
H 2.16 -3.26 -0.05 0.269
H 2.37 -1.99 -1.43 0.269
H 1.11 2.47 0.17 0.356
H -0.34 2.47 1.09 0.435
H -0.42 3.06 -0.49 0.389
H -2.17 1.13 -1.26 0.410
H -2.31 0.70 0.51 0.332
H -1.63 -0.51 -0.83 0.409
H -0.64 -2.27 1.24 0.368
H -0.26 -0.73 1.63 0.307
H 0.82 -2.27 2.01 0.369

---

Entry 6:
39
Properties=species:S:1:pos:R:3:mulliken_charge:R:1 method="wB97M-V/def2-TZVPD" relative_energy_kcal_mol=119.6 smiles="CC(C)C[C@H](NC(=O)[C@@H](N)CCC(N)=O)C(=O)O" homo_ev=-9.014
C 1.52 -2.05 -0.36 0.216
C 1.45 -0.92 -1.49 0.038
C 0.17 -2.83 0.00 -1.130
C -0.73 -3.07 -1.26 -0.749
C -2.22 -3.10 -0.65 0.461
C 0.69 0.86 -0.02 1.358
C -0.65 0.32 0.17 0.226
C 0.48 2.23 -0.14 -2.058
C 0.56 3.18 1.04 0.338
C -0.76 3.25 1.80 -1.053
C 0.84 4.62 0.45 -1.408
H 1.49 -1.91 1.84 0.316
H 3.16 -1.62 1.04 0.224
H 1.95 -2.98 -0.86 0.351
H 0.46 -3.66 0.62 0.490
H -0.41 -2.22 0.78 0.330
H -0.56 -3.97 -1.77 0.543
H -0.70 -2.43 -2.11 0.317
H -2.15 -5.22 -0.30 0.274
H -3.62 -4.38 0.39 0.296
H 1.17 1.01 -2.10 0.320
H 1.27 0.61 0.92 0.300
H 1.38 2.58 -0.83 0.330
H -0.23 2.50 -0.95 0.463
H 1.39 2.79 1.59 0.447
H -0.68 4.06 2.56 0.364
H -1.40 3.83 0.98 0.250
H -1.31 2.24 2.03 0.302
H 1.78 4.55 -0.18 0.372
H 0.84 5.48 1.27 0.329
H 0.05 4.98 -0.19 0.355
H -2.11 -0.35 -0.82 0.510
N 2.10 -1.55 0.80 -0.480
N -2.76 -4.34 -0.41 -0.567
N 1.36 0.41 -1.25 -0.235
O 1.48 -1.43 -2.57 -0.618
O -2.76 -2.04 -0.28 -0.640
O -1.27 0.45 1.23 -0.722
O -1.27 0.11 -0.97 -0.459

---

Please write out number 2 again, unchanged.
8
Properties=species:S:1:pos:R:3:mulliken_charge:R:1 method="wB97M-V/def2-TZVPD" relative_energy_kcal_mol=27.4 homo_ev="-6.997 / -9.468" spin_multiplicity=2
C 0.90 0.62 0.45 -0.313
C 0.41 0.85 -0.72 -0.312
H 1.51 0.91 1.30 0.332
H 0.23 1.54 -1.55 0.335
C -0.11 -0.52 -0.08 -0.178
O -1.30 -0.57 0.55 0.205
Be -2.11 -1.37 0.36 -0.417
H 0.46 -1.44 -0.31 0.349